A cluster of 3 separate species, C23H52BBr2N6O4 in total. Source: the Open Molecules 2025 dataset; level of theory: wB97M-V/def2-TZVPD.

Last column: Löwdin charge in e.
Cartesian coordinates (Å):
C: -3.6990 3.1716 1.6068  -0.068
C: -2.8515 2.8516 0.3679  -0.214
C: -1.3669 2.9082 0.7439  -0.115
N: -0.4884 2.2727 -0.2399  0.060
C: -0.6324 2.8115 -1.6070  -0.102
C: -1.4027 1.9058 -2.5719  -0.152
C: -2.3094 2.7828 -3.4447  -0.220
C: -3.1421 1.9852 -4.4252  -0.193
C: -4.2589 1.1682 -3.7592  -0.262
N: -4.8969 1.8903 -2.6493  0.008
C: 0.3806 1.3444 0.0248  -0.298
N: 0.6051 0.8862 1.3265  0.058
C: -0.0288 -0.3407 1.8058  -0.712
Br: -1.7147 -0.8478 0.9494  0.839
C: -0.2181 -0.3384 3.3137  -0.760
C: -1.2060 0.6797 3.8488  -0.146
Br: 1.5264 -0.0366 4.1202  0.799
N: 1.1698 0.8973 -1.0267  0.097
C: 2.6050 1.2623 -0.8783  -0.088
C: 2.8988 2.4539 0.0091  -0.196
O: 2.2961 3.6533 -0.4395  -0.157
C: 3.1007 4.4051 -1.3562  -0.244
C: 2.1773 5.1493 -2.3062  -0.060
B: 0.9994 -0.5536 -1.3603  -0.637
C: 1.7382 -1.7258 -0.6021  0.000
O: 0.2299 -0.8942 -2.3982  0.175
H: -4.2100 2.3035 1.9984  0.075
H: -3.0688 3.5440 2.4065  0.071
H: -4.3920 3.9696 1.3805  0.077
H: -3.1015 1.8979 -0.0716  0.074
H: -3.0346 3.5966 -0.3909  0.099
H: -1.1046 3.9615 0.7312  0.148
H: -1.1983 2.5629 1.7457  0.090
H: -1.1952 3.7297 -1.5027  0.116
H: 0.3294 3.1065 -1.9775  0.105
H: -1.9541 1.1348 -2.0499  0.106
H: -0.6749 1.4721 -3.2374  0.110
H: -1.6590 3.4642 -3.9863  0.118
H: -2.9133 3.3965 -2.7859  0.089
H: -2.4689 1.3614 -5.0049  0.112
H: -3.6064 2.6980 -5.0971  0.108
H: -5.0254 0.9893 -4.5010  0.105
H: -3.8513 0.2181 -3.4289  0.101
H: -5.9008 1.8870 -2.7489  0.067
H: -4.6576 1.4725 -1.7620  0.049
H: 0.5840 1.6375 2.0046  0.104
H: 0.6384 -1.1572 1.5989  0.053
H: -0.5292 -1.3292 3.6133  0.057
H: -0.7318 1.6563 3.8782  0.059
H: -1.4496 0.4398 4.8733  0.089
H: -2.1024 0.7374 3.2480  0.047
H: 2.9534 1.5249 -1.8717  0.134
H: 3.2350 0.4383 -0.5437  0.127
H: 3.9795 2.5803 -0.0037  0.131
H: 2.6525 2.2806 1.0469  0.115
H: 3.8022 3.7752 -1.8910  0.117
H: 3.6359 5.1502 -0.7752  0.120
H: 1.9521 4.5375 -3.1719  0.074
H: 1.2502 5.3111 -1.7704  0.070
H: 2.5703 6.1186 -2.5759  0.079
H: 1.0913 -2.5720 -0.4183  0.077
H: 2.1056 -1.3353 0.3464  0.054
H: 2.6257 -2.0144 -1.1437  0.069
H: 0.4838 -1.8124 -2.6382  0.075
C: 0.2088 -4.4078 6.9248  -0.004
C: 0.7102 -3.4611 5.8633  -0.539
O: -0.0573 -2.7996 5.1735  -0.007
N: 2.0498 -3.3622 5.6926  0.010
C: 3.1024 -4.0610 6.4096  -0.066
H: -0.8758 -4.3726 6.9364  0.084
H: 0.5239 -5.4289 6.7083  0.088
H: 0.5794 -4.1149 7.9074  0.088
H: 2.3163 -2.7115 4.9699  0.086
H: 3.7541 -3.3386 6.9025  0.086
H: 3.7003 -4.6452 5.7088  0.085
H: 2.6883 -4.7272 7.1576  0.073
C: -0.0645 -4.6010 -3.2550  0.010
C: 1.4196 -4.3401 -3.1596  -0.514
O: 1.8855 -3.2057 -3.0581  0.011
N: 2.2427 -5.4081 -3.1895  0.021
C: 1.8926 -6.8146 -3.3046  -0.059
H: -0.5987 -3.6557 -3.2209  0.077
H: -0.3054 -5.0979 -4.1943  0.094
H: -0.3994 -5.2192 -2.4217  0.093
H: 3.2196 -5.1656 -3.1241  0.147
H: 2.2637 -7.3570 -2.4349  0.088
H: 2.3540 -7.2347 -4.1984  0.089
H: 0.8187 -6.9456 -3.3689  0.074

Properties
Orbital gap, eV: 8.755
Charge: +1
DFT total energy, eV: -182583.6184
Highest occupied orbital energy, eV: -11.3
LUMO level, eV: -2.52
Max |F|, eV/Å: 1.65